CClI3 | wB97M-V/def2-TZVPD

Output
HOMO-LUMO gap ... 0.2706 Ha
Energy above the lowest of the compared OMol25 structures with the same formula, charge and spin ... 4.5 kJ/mol
E_HOMO ... -9.00 eV

ORCA input file:
```
! RIJCOSX wB97M-V def2-TZVPD def2/J DEFGRID3
* xyz 0 1
C 1.576 -0.477 0.172
Cl 2.877 -0.557 1.160
I -2.212 -0.628 0.703
I 0.992 1.526 -0.407
I -3.233 0.135 -1.627
*
```